## A
Here is a gas-phase ion, C6H12NO (charge -1) from OMol25. Energies are from the ωB97M-V functional and the def2-TZVPD basis.

Properties
* structure (SMILES): C=C(C)C[C@@H](N)C[O-]
* net charge: -1
* gap between HOMO and LUMO: 6.3 eV

Last columns: bonded neighbours and bond lengths (Å).
Positions of all 20 atoms, in Å:
1 C -2.44197 -0.01564 0.59925  C2 1.333, H9 1.086, H10 1.091
2 C -1.24785 -0.59099 0.46116  C1 1.333, C3 1.490, C4 1.536
3 C -1.07908 -2.00010 0.00585  C2 1.490, H11 1.114, H12 1.090, H13 1.084
4 C 0.07145 0.13616 0.75957  C2 1.536, C5 1.506, H14 1.094, H15 1.112
5 C 0.80376 0.60411 -0.47017  C4 1.506, N6 1.505, C7 1.605, H16 1.090
6 N 0.37056 1.97921 -0.90228  C5 1.505, H17 1.012, H18 1.014
7 C 2.38422 0.35281 -0.35026  C5 1.605, O8 1.319, H19 1.135, H20 1.127
8 O 2.68400 -0.83858 0.12927  C7 1.319
9 H -3.34884 -0.61071 0.66119  C1 1.086
10 H -2.53147 1.07123 0.60207  C1 1.091
11 H -2.07357 -2.49982 -0.04632  C3 1.114
12 H -0.46779 -2.59862 0.68169  C3 1.090
13 H -0.73854 -2.16880 -1.00976  C3 1.084
14 H -0.17129 0.94362 1.45618  C4 1.094
15 H 0.70396 -0.57861 1.32990  C4 1.112
16 H 0.51320 0.11492 -1.40024  C5 1.090
17 H -0.09343 2.48247 -0.15628  N6 1.012
18 H 1.14704 2.53594 -1.24039  N6 1.014
19 H 2.72495 0.51189 -1.42160  C7 1.135
20 H 2.79070 1.16948 0.31119  C7 1.127



## B
Here is a gas-phase ion, C6H12NO (charge -1) from OMol25. Energies are from the ωB97M-V functional and the def2-TZVPD basis.

Properties
* structure (SMILES): C/C(=C\N)CCC[O-]
* net charge: -1
* gap between HOMO and LUMO: 5.6 eV

Last columns: bonded neighbours and bond lengths (Å).
Positions of all 20 atoms, in Å:
1 C -1.09206 1.73298 0.16763  C2 1.509, H9 1.090, H10 1.092, H11 1.095
2 C -0.49141 0.42417 0.61717  C1 1.509, C3 1.321, C5 1.495
3 C 0.46446 0.31503 1.52270  C2 1.321, N4 1.443, H12 1.081
4 N 1.08298 1.38325 2.27053  C3 1.443, H13 1.011, H14 1.018
5 C -0.97045 -0.76522 -0.15194  C2 1.495, C6 1.531, H15 1.098, H16 1.108
6 C -0.21535 -1.00530 -1.46241  C5 1.531, C7 1.576, H17 1.104, H18 1.098
7 C 1.15476 -1.77613 -1.35235  C6 1.576, O8 1.336, H19 1.130, H20 1.118
8 O 1.67651 -2.18097 -2.51359  C7 1.336
9 H -2.16036 1.74949 0.38448  C1 1.090
10 H -0.92836 1.96197 -0.88764  C1 1.092
11 H -0.61076 2.57774 0.67138  C1 1.095
12 H 0.88224 -0.64308 1.79654  C3 1.081
13 H 0.44452 2.09482 2.59815  N4 1.011
14 H 1.87926 1.81042 1.80189  N4 1.018
15 H -2.06501 -0.79316 -0.23462  C5 1.098
16 H -0.89044 -1.71176 0.41847  C5 1.108
17 H -0.08587 -0.06302 -2.02285  C6 1.104
18 H -0.88263 -1.50980 -2.17367  C6 1.098
19 H 1.81707 -1.01193 -0.84704  C7 1.130
20 H 0.99091 -2.58951 -0.60284  C7 1.118



The energetic minimum among the shown structures is B; the next structure lies 0.0030 hartree above.